1.
13
Properties=species:S:1:pos:R:3:forces:R:3 method="wB97M-V/def2-TZVPD" homo_ev=-8.35 max_force_ev_per_a=2.6 smiles="C=CO.CO" energy_ev=-7333.523 homo_lumo_gap_ha=0.333 lumo_ev=0.72
C 2.447 0.235 0.174 0.4 -0.2 1.1
O 1.239 0.961 0.113 -0.9 0.2 -0.2
H 2.347 -0.625 0.840 -0.4 -0.2 -0.1
H 2.740 -0.139 -0.803 0.1 0.3 -0.1
H 3.229 0.802 0.684 0.2 0.2 -0.6
H 1.296 1.860 0.453 0.5 -0.2 0.0
C -1.833 -1.314 -0.405 0.8 0.0 0.7
C -2.431 -0.157 -0.079 0.6 -0.3 -2.5
O -1.820 0.945 0.400 -0.7 0.2 1.4
H -1.954 -1.794 -1.367 -1.2 -0.5 0.5
H -1.003 -1.698 0.182 0.5 0.5 -0.3
H -3.398 0.049 -0.533 0.0 0.5 0.1
H -0.860 0.875 0.341 0.2 -0.5 0.0

2.
60
Properties=species:S:1:pos:R:3:forces:R:3 method="wB97M-V/def2-TZVPD" homo_ev=-8.05 max_force_ev_per_a=3.0 energy_ev=-52980.229 homo_lumo_gap_ha=0.314 lumo_ev=0.49
C 0.364 0.376 -2.939 -0.5 0.0 -0.6
S 0.319 -0.777 -1.527 2.4 0.9 0.5
O 1.773 -1.194 -1.242 -2.2 0.6 -0.3
C -0.169 0.524 -0.282 0.6 -0.5 -0.7
H 0.773 -0.131 -3.813 0.1 -0.3 0.2
H 0.876 1.334 -2.850 0.3 -0.3 0.7
H -0.666 0.623 -3.200 -0.2 -0.1 0.1
H -0.063 0.065 0.701 -0.5 0.0 -0.1
H -1.162 0.861 -0.580 -0.1 -0.2 0.5
H 0.505 1.380 -0.311 0.2 -0.2 -0.3
C -4.210 -0.175 5.388 0.3 -0.3 -1.0
S -4.330 -1.840 4.527 2.0 1.3 -0.6
O -3.958 -1.570 3.071 -0.5 -0.3 1.8
C -2.801 -2.606 5.299 -0.8 -0.3 -0.8
H -4.876 0.485 4.833 -0.5 -0.2 0.3
H -3.241 0.284 5.192 0.3 -0.5 0.1
H -4.399 -0.212 6.461 -0.2 -0.2 -0.2
H -1.853 -2.123 5.063 -0.4 0.6 0.0
H -2.765 -3.546 4.750 0.0 -0.3 0.3
H -2.932 -2.779 6.368 -0.1 0.1 -0.1
N -3.325 7.610 0.684 -1.3 -1.2 0.9
C -2.148 7.188 1.194 1.1 1.4 -0.2
C -2.203 5.887 1.527 -0.2 -1.0 0.6
C -3.551 5.428 1.357 -0.3 2.4 -0.8
C -4.250 6.567 0.857 1.2 -0.8 -0.2
H -3.525 8.562 0.411 -0.1 -0.4 0.1
H -1.365 7.901 1.406 0.2 -0.1 -0.4
H -1.332 5.372 1.904 -0.3 -0.3 0.1
H -3.912 4.438 1.592 -0.2 0.2 -0.2
H -5.256 6.735 0.503 0.0 -0.3 0.2
N 2.866 -3.581 3.135 0.6 1.1 -1.7
C 3.862 -3.210 3.980 -0.7 -0.6 0.6
C 3.627 -3.954 5.134 0.4 0.7 0.1
C 2.481 -4.770 4.947 0.2 0.7 -1.0
C 2.050 -4.504 3.633 -0.8 -0.8 1.8
H 2.718 -3.146 2.236 0.1 -0.2 0.1
H 4.526 -2.429 3.639 0.2 -0.2 0.5
H 4.140 -3.840 6.078 0.2 -0.1 -0.2
H 2.065 -5.362 5.749 -0.2 -0.2 -0.4
H 1.181 -4.770 3.050 0.1 -0.3 0.3
N 8.126 3.311 -2.011 -1.2 -1.3 0.0
C 7.576 3.084 -3.273 1.1 -0.4 0.2
C 6.558 2.159 -3.174 0.7 1.4 -1.5
C 6.392 1.877 -1.836 0.8 -0.3 2.4
C 7.412 2.520 -1.117 -0.9 0.0 -1.0
H 8.996 3.767 -1.774 -0.3 0.0 -0.3
H 8.092 3.390 -4.171 -0.1 0.3 0.2
H 6.085 1.767 -4.062 -0.3 0.0 0.3
H 5.651 1.242 -1.373 0.1 -0.1 -0.1
H 7.628 2.437 -0.062 0.1 0.3 -0.1
N -3.355 -4.329 -5.506 1.0 -0.2 -0.4
C -2.874 -3.430 -6.422 0.2 1.2 1.1
C -3.825 -3.308 -7.401 2.3 1.6 -1.0
C -4.715 -4.316 -7.227 -2.6 -1.1 -0.5
C -4.451 -4.907 -6.042 -0.6 -1.5 1.3
H -2.891 -4.645 -4.667 -0.1 0.1 -0.3
H -1.968 -2.884 -6.206 -0.2 0.1 -0.1
H -3.861 -2.562 -8.181 0.3 -0.2 -0.1
H -5.500 -4.560 -7.928 -0.2 0.0 0.3
H -4.912 -5.713 -5.491 -0.2 0.0 -0.3

3.
42
Properties=species:S:1:pos:R:3:forces:R:3 method="wB97M-V/def2-TZVPD" s2=8.754 homo_ev="-7.94 / -8.07" max_force_ev_per_a=1.2 energy_ev=-85742.600 homo_lumo_gap_ha="0.298 / 0.302" spin_multiplicity=6 lumo_ev="0.17 / 0.15"
Mn 0.605 1.359 -1.534 0.4 0.0 -0.6
O 2.721 3.659 -0.037 0.1 0.1 0.1
Cl 2.553 3.352 -1.423 -0.3 -0.3 -0.3
O 3.403 4.130 -2.241 0.0 0.1 0.0
O 2.779 1.909 -1.652 0.1 0.2 0.2
O 1.136 3.531 -1.812 0.2 0.1 0.2
C 0.581 -5.478 -2.186 0.0 0.0 0.0
O -0.759 -5.035 -2.325 0.0 0.0 0.0
C -0.978 -3.702 -2.353 0.0 -0.1 0.0
C -2.331 -3.330 -2.541 0.0 0.0 0.0
C -2.645 -2.009 -2.585 0.0 0.0 0.0
C -1.673 -0.978 -2.458 -0.1 0.0 0.1
C -2.057 0.401 -2.506 0.1 0.0 -0.2
C -3.493 0.849 -2.602 0.0 0.0 -0.1
O -1.233 1.348 -2.471 -0.1 0.1 0.3
C -0.303 -1.368 -2.265 0.0 0.0 0.0
O 0.675 -0.542 -2.138 0.0 0.0 0.1
C 0.001 -2.755 -2.210 0.0 0.0 -0.1
H 0.546 -6.562 -2.241 0.0 0.0 0.0
H 0.997 -5.173 -1.224 0.0 0.0 0.0
H 1.207 -5.090 -2.992 0.0 0.0 0.0
H -3.078 -4.102 -2.649 0.0 0.0 0.0
H -3.680 -1.746 -2.740 0.0 0.0 0.0
H -4.224 0.064 -2.748 0.0 0.0 0.0
H -3.565 1.567 -3.419 0.0 0.0 0.0
H -3.726 1.385 -1.681 0.0 0.0 0.0
H 1.040 -3.007 -2.056 0.0 0.0 0.0
S 0.218 1.292 0.871 -1.0 -0.7 0.2
C 0.608 1.596 2.479 0.8 0.5 -0.1
N 1.584 2.457 2.778 -0.1 0.0 0.0
C 1.949 2.836 4.134 0.0 0.0 0.0
C 1.653 1.677 5.071 0.0 0.0 0.0
C 0.209 1.241 4.885 0.0 0.0 0.0
N -0.033 0.974 3.473 -0.1 0.0 -0.1
H 2.014 2.913 1.983 0.0 0.0 0.0
H 1.387 3.724 4.441 0.0 0.0 0.0
H 3.007 3.091 4.146 0.0 0.0 0.0
H 1.820 1.982 6.103 0.0 0.0 0.0
H 2.320 0.842 4.848 0.0 0.0 0.0
H -0.470 2.021 5.243 0.0 0.0 0.0
H -0.002 0.331 5.444 0.0 0.0 0.0
H -0.764 0.345 3.188 0.0 0.0 0.0

4.
74
Properties=species:S:1:pos:R:3:forces:R:3 method="wB97M-V/def2-TZVPD" homo_ev=-9.71 max_force_ev_per_a=2.7 smiles=OCCO.OCCO.CO.CO.CO.CO.CO.CO.CO.CO.CO energy_ev=-40871.600 homo_lumo_gap_ha=0.357 lumo_ev=0.00
C 3.069 2.951 0.238 0.2 0.1 1.0
O 3.692 2.168 -0.715 0.9 -1.1 -2.3
H 3.842 3.539 0.733 -0.3 0.3 0.4
H 2.361 3.620 -0.250 0.0 -0.2 0.1
H 2.603 2.237 0.918 -0.5 0.7 0.5
H 4.529 1.805 -0.414 0.0 0.2 0.3
C 4.536 -0.551 -2.610 1.1 0.3 0.4
O 3.314 0.137 -2.656 -0.2 -0.6 -0.3
H 5.357 0.009 -3.058 -0.1 0.1 -0.7
H 4.906 -0.609 -1.586 -0.3 -0.6 0.4
H 4.495 -1.539 -3.069 -0.3 0.1 0.1
H 3.403 0.883 -2.059 -0.4 0.6 0.3
C 0.376 0.663 -0.226 -0.1 -0.6 -0.2
O -0.950 0.126 -0.108 0.6 1.1 -0.2
H 0.986 0.431 0.647 -0.2 0.4 0.6
H 0.962 0.185 -1.011 -0.3 0.0 -0.6
H 0.320 1.731 -0.433 0.0 -0.2 0.2
H -0.852 -0.754 0.264 0.0 -0.8 0.2
C -0.357 -0.886 3.762 0.2 0.3 0.3
O -1.093 -0.921 4.990 0.2 -0.1 -0.6
H -0.633 -1.655 3.042 -0.4 0.0 0.0
H -0.486 0.108 3.334 -0.3 -0.1 -0.1
H 0.713 -1.007 3.932 0.2 0.0 0.3
H -0.996 -1.804 5.353 -0.1 0.0 0.1
C 0.448 -1.674 -3.750 -0.2 -0.2 -0.8
O 1.037 -0.483 -4.202 0.0 0.7 -0.1
H -0.626 -1.498 -3.688 0.0 -0.3 0.7
H 0.567 -2.434 -4.522 0.2 -0.3 0.0
H 0.937 -2.011 -2.836 -0.5 -0.1 0.1
H 1.764 -0.286 -3.606 0.5 0.3 0.0
C -0.397 -3.353 -0.465 -0.6 0.4 0.3
O -0.336 -2.473 0.670 -0.7 -0.3 -1.1
H 0.398 -3.183 -1.190 0.0 0.2 0.1
H -0.431 -4.418 -0.237 0.3 0.0 0.5
H -1.368 -3.149 -0.917 0.2 0.1 -0.3
H 0.505 -2.573 1.121 0.5 -0.5 0.3
C -2.095 0.931 -3.307 -1.2 0.0 0.7
O -0.944 1.671 -2.940 -0.2 -0.6 -0.4
H -2.804 1.071 -2.491 -0.2 0.3 -0.1
H -2.571 1.209 -4.248 0.2 0.6 -0.1
H -2.078 -0.158 -3.367 1.1 -0.2 0.1
H -0.184 1.246 -3.344 0.3 -0.1 -0.3
C -0.399 4.911 0.279 -0.7 -0.6 0.6
O -1.031 5.357 1.472 0.5 0.5 0.4
H -0.700 5.519 -0.574 0.3 -0.1 -0.2
H 0.678 4.899 0.446 -0.1 0.5 0.0
H -0.682 3.867 0.150 0.0 -0.1 -0.6
H -1.988 5.335 1.396 0.1 -0.2 -0.2
C -3.520 -2.396 0.961 0.1 -0.5 0.3
O -3.977 -3.756 0.876 0.0 0.2 -0.2
H -2.946 -2.110 0.080 0.0 0.1 0.0
H -4.340 -1.693 1.109 -0.1 0.0 0.0
H -2.851 -2.387 1.822 0.0 0.3 -0.1
H -4.026 -4.002 -0.051 -0.1 0.0 0.0
C 3.428 -1.651 0.720 0.3 0.2 1.6
C 2.713 -1.730 2.084 -1.0 -1.4 -1.1
O 1.805 -2.869 2.029 0.5 0.7 0.7
O 4.139 -2.852 0.534 0.4 -0.5 0.0
H 4.123 -0.839 0.939 0.4 0.4 -0.9
H 2.808 -1.488 -0.161 -0.4 0.5 0.4
H 2.138 -0.828 2.297 0.0 -0.1 0.0
H 3.370 -1.968 2.920 0.5 0.6 -0.2
H 2.373 -3.625 2.194 -0.2 -0.3 -0.2
H 3.995 -3.177 -0.358 0.0 0.0 0.0
C -3.675 1.959 0.760 -0.9 0.1 -1.0
C -4.998 2.167 1.507 1.0 -1.2 0.2
O -5.339 0.932 2.225 -0.3 1.5 -0.8
O -2.635 1.645 1.617 0.2 0.3 1.3
H -3.444 2.845 0.170 0.0 0.5 0.0
H -3.769 1.162 0.022 -0.4 -0.3 -0.1
H -5.776 2.439 0.794 -0.2 -0.5 0.1
H -4.884 3.030 2.164 0.0 -0.1 0.5
H -4.583 0.740 2.785 0.3 0.0 0.1
H -1.923 1.267 1.096 0.3 -0.5 -0.3

5.
109
Properties=species:S:1:pos:R:3:forces:R:3 method="wB97M-V/def2-TZVPD" s2=0.765 total_charge=-2 homo_ev="-0.48 / -1.50" max_force_ev_per_a=1.4 energy_ev=-180348.622 homo_lumo_gap_ha="0.173 / 0.211" spin_multiplicity=2 lumo_ev="4.23 / 4.23"
Ti -0.507 0.902 -0.287 0.6 -1.3 0.0
N -3.586 2.711 -1.106 0.0 -0.1 0.0
C -3.103 3.105 0.090 0.1 0.1 0.1
N -3.874 3.965 0.785 0.0 -0.1 0.0
C -3.324 4.371 1.934 0.0 0.0 0.0
N -4.137 5.167 2.733 0.0 0.0 0.0
N -2.125 4.098 2.396 0.0 0.0 0.0
C -1.393 3.263 1.604 0.0 0.0 -0.1
N -1.899 2.668 0.474 -0.2 0.2 0.0
C -0.044 2.997 1.915 0.2 -0.1 0.0
C 0.605 3.596 3.026 0.0 0.0 0.0
C 1.937 3.388 3.223 0.0 0.0 0.0
C 2.653 2.579 2.313 0.0 0.0 0.0
C 1.957 1.980 1.291 -0.1 0.0 0.0
N 0.646 2.147 1.069 0.0 0.3 0.2
H -4.558 2.912 -1.261 0.0 0.0 0.0
H -3.222 1.851 -1.501 0.0 0.0 0.0
H -4.849 5.648 2.207 0.0 0.0 0.0
H -3.611 5.745 3.369 0.0 0.0 0.0
H 0.014 4.216 3.685 0.0 0.0 0.0
H 2.441 3.840 4.071 0.0 0.0 0.0
H 3.709 2.376 2.429 0.0 0.0 0.0
H 2.447 1.315 0.594 0.0 -0.1 0.0
O -1.034 4.579 -1.916 -0.1 0.2 -0.2
C -1.043 4.474 -3.255 -0.1 0.0 0.1
C -1.496 5.575 -3.987 0.0 0.0 0.0
C -1.553 5.521 -5.366 0.0 0.0 0.0
C -1.158 4.373 -6.048 0.0 0.0 0.0
C -0.691 3.290 -5.323 0.0 0.0 0.0
C -0.616 3.322 -3.935 0.0 0.0 0.0
C -0.076 2.122 -3.208 0.2 0.1 0.0
O 0.557 1.268 -3.830 -0.1 0.0 0.0
O -0.303 2.120 -1.940 -0.2 -0.2 0.0
H -0.861 3.673 -1.566 0.1 0.0 0.0
H -1.817 6.452 -3.439 0.0 0.0 0.0
H -1.921 6.380 -5.917 0.0 0.0 0.0
H -1.223 4.322 -7.128 0.0 0.0 0.0
H -0.379 2.377 -5.814 0.0 0.0 0.0
C -3.637 1.502 5.026 0.0 0.0 0.0
C -2.362 0.905 4.442 0.0 0.0 0.0
C -2.578 0.475 3.002 -0.1 0.0 0.0
S -1.034 -0.120 2.211 0.0 0.2 -0.1
O 0.037 -0.020 3.246 0.0 0.0 0.0
C -1.460 -1.856 2.020 0.0 -0.1 -0.1
C -1.641 -2.663 3.300 0.0 0.0 0.0
C -0.327 -3.042 3.981 0.0 0.0 0.0
H -3.484 1.836 6.055 0.0 0.0 0.0
H -4.453 0.773 5.027 0.0 0.0 0.0
H -3.960 2.364 4.437 0.0 0.0 0.0
H -2.014 0.060 5.042 0.0 0.0 0.0
H -1.557 1.642 4.465 0.0 0.0 0.0
H -2.898 1.328 2.401 0.0 -0.1 0.0
H -3.343 -0.298 2.903 0.0 0.0 0.0
H -0.645 -2.245 1.409 0.0 0.0 0.0
H -2.349 -1.846 1.389 0.0 0.0 0.0
H -2.172 -3.579 3.021 0.0 0.0 0.0
H -2.299 -2.133 3.997 0.0 0.0 0.0
H 0.290 -3.638 3.302 0.0 0.0 0.0
H -0.511 -3.636 4.881 0.0 0.0 0.0
H 0.237 -2.151 4.253 0.0 0.0 0.0
Cl -2.641 -0.307 -0.699 0.0 0.0 -0.1
C 0.663 -0.433 -0.349 -0.2 0.5 0.0
Ge 2.102 -1.629 -0.188 0.0 0.0 0.0
C 3.076 -1.822 -1.906 0.0 0.0 0.0
C 3.822 -2.947 -2.258 0.0 0.0 0.0
C 4.428 -3.044 -3.506 0.0 0.0 0.0
C 4.296 -2.010 -4.425 0.0 0.0 0.0
C 3.556 -0.882 -4.089 0.0 0.0 0.0
C 2.953 -0.791 -2.839 0.0 0.0 0.0
C 3.532 -1.249 1.139 0.0 0.0 0.0
C 3.197 -1.093 2.488 0.0 0.0 0.0
C 4.176 -0.865 3.446 0.0 0.0 0.0
C 5.512 -0.776 3.075 0.0 0.0 0.0
C 5.861 -0.911 1.739 0.0 0.0 0.0
C 4.877 -1.150 0.783 0.0 0.0 0.0
C 1.617 -3.499 0.310 0.0 0.0 0.0
C 2.447 -4.334 1.058 0.0 0.0 0.0
C 2.057 -5.626 1.399 0.0 0.0 0.0
C 0.819 -6.108 0.997 0.0 0.0 0.0
C -0.026 -5.288 0.255 0.0 0.0 0.0
C 0.374 -4.001 -0.080 0.0 0.0 0.0
H 3.919 -3.769 -1.555 0.0 0.0 0.0
H 4.996 -3.932 -3.766 0.0 0.0 0.0
H 4.758 -2.088 -5.403 0.0 0.0 0.0
H 3.427 -0.076 -4.802 0.0 0.0 0.0
H 2.335 0.069 -2.600 0.0 0.0 0.0
H 2.154 -1.108 2.788 0.0 0.0 0.0
H 3.889 -0.733 4.484 0.0 0.0 0.0
H 6.276 -0.588 3.823 0.0 0.0 0.0
H 6.900 -0.831 1.436 0.0 0.0 0.0
H 5.164 -1.258 -0.258 0.0 0.0 0.0
H 3.410 -3.964 1.398 0.0 0.0 0.0
H 2.718 -6.253 1.988 0.0 0.0 0.0
H 0.508 -7.110 1.269 0.0 0.0 0.0
H -1.003 -5.649 -0.049 0.0 0.0 0.0
H -0.299 -3.347 -0.626 0.0 0.0 -0.1
C -3.774 -2.749 -3.349 0.0 0.0 0.0
N -2.394 -2.420 -3.606 0.0 0.0 0.0
C -1.289 -3.195 -3.284 0.0 0.0 0.0
C -0.195 -2.449 -3.531 0.0 0.1 0.0
N -0.635 -1.241 -4.027 -0.1 0.1 0.1
C -1.990 -1.207 -4.063 0.0 0.0 0.0
S -2.988 0.039 -4.597 0.0 0.0 -0.1
H -4.326 -2.874 -4.283 0.0 0.0 0.0
H -4.228 -1.942 -2.776 0.0 0.0 0.0
H -3.806 -3.672 -2.772 0.0 0.0 0.0
H -1.386 -4.191 -2.892 0.0 0.0 0.0
H 0.848 -2.665 -3.385 0.0 0.0 0.0
H -0.091 -0.373 -4.098 0.0 -0.1 0.1

6.
26
Properties=species:S:1:pos:R:3:forces:R:3 method="wB97M-V/def2-TZVPD" total_charge=+3 homo_ev=-18.86 max_force_ev_per_a=7.2 energy_ev=-22377.203 homo_lumo_gap_ha=0.087 lumo_ev=-16.48
Hf 0.408 0.328 -3.791 0.1 0.2 7.2
F -0.775 0.547 -1.866 2.0 -0.5 -4.1
C -2.621 -2.288 0.300 -1.9 0.4 -1.5
O -2.728 -2.678 -0.869 1.0 -0.1 0.8
N -1.888 -1.198 0.639 0.8 1.0 0.4
N -3.416 -2.760 1.278 0.1 -0.3 0.4
H -1.780 -0.913 1.604 0.2 -0.3 0.1
H -1.312 -0.707 -0.029 -0.2 -0.6 -0.2
H -3.208 -2.549 2.246 -0.1 -0.3 0.1
H -4.021 -3.550 1.079 0.0 0.0 0.0
C -0.732 2.381 1.427 -0.4 -0.5 0.5
O -0.356 3.064 2.380 -0.5 0.3 -0.1
N -2.011 2.289 0.968 0.5 0.2 0.2
N 0.142 1.526 0.840 -0.1 0.8 0.6
H -2.110 1.687 0.165 -0.9 0.3 -0.1
H -2.770 2.803 1.400 0.0 0.1 -0.2
H 0.987 1.531 1.402 0.3 -0.7 -0.9
H -0.198 0.963 0.078 1.1 -0.2 -0.1
C 3.056 0.031 -1.374 4.1 -1.0 -0.1
O 2.005 0.210 -2.055 -3.4 0.0 -2.9
N 3.247 -0.900 -0.423 -1.4 0.8 -0.5
N 4.206 0.664 -1.717 -2.0 0.5 0.0
H 2.664 -1.718 -0.343 0.0 0.1 0.3
H 4.070 -0.781 0.140 0.1 -0.5 0.3
H 5.030 0.552 -1.153 0.3 0.1 -0.1
H 4.111 1.465 -2.324 0.4 0.1 0.2